This record from the Open Molecules 2025 dataset describes a structure of composition CH9N3P in a non-equilibrium geometry. The level of theory is ωB97M-V with the def2-TZVPD basis set.

```
! wB97M-V def2-TZVPD RIJCOSX def2/J DEFGRID3
* xyz 1 1
C -0.05 1.38 -2.14
N -0.74 0.50 -1.58
N 0.79 0.75 0.59
N 0.06 -1.88 1.76
P 0.01 -0.60 -0.06
H 0.83 1.65 -1.72
H 0.27 1.58 0.82
H -1.62 0.28 -2.07
H 1.76 0.94 0.46
H -0.35 -2.81 1.78
H 1.03 -1.86 2.04
H -0.26 -1.43 2.62
H -0.49 2.01 -3.02
H -1.23 -0.49 0.52
*
```

Its strongest force on any atom is 5.083 eV/A. As for the relative energy (zero: lowest compared OMol25 entry of this formula, charge and spin): 0.565 eV. The calculation puts the total energy at -548.8517 Ha. The value obtained for the frontier orbital gap is 9.91 eV.

---

This record from the Open Molecules 2025 dataset describes the molecule CH9N4P in a non-equilibrium geometry. The level of theory is ωB97M-V with the def2-TZVPD basis set.

```
! wB97M-V def2-TZVPD RIJCOSX def2/J DEFGRID3
* xyz 0 1
C 2.28 0.22 -0.04
N -1.10 -1.77 0.64
N -1.82 -0.08 -1.12
N -1.05 1.07 0.96
N 0.72 0.30 -0.59
P -0.69 -0.37 0.06
H 2.85 0.50 -0.94
H 2.46 1.02 0.73
H 2.49 -0.75 0.39
H -0.23 -2.30 0.81
H -2.37 0.64 -0.83
H -2.26 -0.80 -1.63
H -1.85 0.99 1.62
H -0.20 1.45 1.53
H 0.79 -0.12 -1.59
*
```

Its strongest force on any atom is 4.599 eV/A. As for the relative energy (zero: lowest compared OMol25 entry of this formula, charge and spin): 0.615 eV. The calculation puts the total energy at -603.8647 Ha. The value obtained for the frontier orbital gap is 9.30 eV.

---

This record from the Open Molecules 2025 dataset describes the molecule CH9N5 in a non-equilibrium geometry. The level of theory is ωB97M-V with the def2-TZVPD basis set.

```
! wB97M-V def2-TZVPD RIJCOSX def2/J DEFGRID3
* xyz 0 1
C -1.94 0.73 0.62
N 0.41 -0.63 -0.48
N 0.05 -0.50 0.84
N -0.56 0.72 1.11
N 1.09 0.92 -0.90
N 1.24 -1.72 -0.69
H 0.85 -0.60 1.48
H 0.01 1.40 0.47
H 0.81 -2.38 -1.31
H 0.88 0.95 -1.89
H 2.10 0.74 -0.81
H 1.96 -1.86 0.02
H -2.51 -0.04 1.14
H -2.02 0.57 -0.46
H -2.36 1.70 0.87
*
```

Its strongest force on any atom is 2.488 eV/A. As for the relative energy (zero: lowest compared OMol25 entry of this formula, charge and spin): 2.931 eV. The calculation puts the total energy at -317.1106 Ha. The value obtained for the frontier orbital gap is 9.41 eV.

---

This record from the Open Molecules 2025 dataset describes a structure of composition CH9NO4 in a non-equilibrium geometry. The level of theory is ωB97M-V with the def2-TZVPD basis set.

```
! wB97M-V def2-TZVPD RIJCOSX def2/J DEFGRID3
* xyz 0 1
C -0.16 0.30 -1.35
N -1.19 0.31 -0.36
O 0.81 1.34 -0.96
H 0.39 -0.66 -1.20
H -0.32 0.56 -2.39
H -1.15 -0.58 0.14
H 0.60 1.67 0.05
H 1.30 -0.73 1.85
O 1.03 -0.89 0.94
H -0.91 1.09 0.25
H 0.37 2.97 1.47
O 0.07 2.14 1.09
H 0.63 -1.79 0.80
H -0.83 -3.32 -0.26
O -0.64 -2.40 -0.07
*
```

Its strongest force on any atom is 5.434 eV/A. As for the relative energy (zero: lowest compared OMol25 entry of this formula, charge and spin): 9.389 eV. The calculation puts the total energy at -398.9065 Ha. The value obtained for the frontier orbital gap is 4.61 eV.

---

This record from the Open Molecules 2025 dataset describes a cluster of 4 separate species, CH9O3S in total in a non-equilibrium geometry. The level of theory is ωB97M-V with the def2-TZVPD basis set.

```
! wB97M-V def2-TZVPD RIJCOSX def2/J DEFGRID3
* xyz -1 1
C 0.40 -0.73 -1.81
S -0.70 0.76 -1.74
H -0.20 -1.65 -2.02
H 1.12 -0.62 -2.56
H 0.89 -1.05 -0.85
H -2.69 -0.75 0.16
H -2.08 0.62 0.68
O -2.40 -0.25 1.05
H 0.12 2.11 0.54
H 0.94 1.94 1.84
O 0.22 2.36 1.55
H 1.66 -0.60 0.36
H 1.00 -1.31 1.49
O 1.72 -0.82 1.31
*
```

Its strongest force on any atom is 6.764 eV/A. As for the relative energy (zero: lowest compared OMol25 entry of this formula, charge and spin): 1.555 eV. The calculation puts the total energy at -667.4125 Ha. The value obtained for the frontier orbital gap is 7.09 eV.

---

This record from the Open Molecules 2025 dataset describes a cluster of 5 separate species, CH9O6 in total in a non-equilibrium geometry. The level of theory is ωB97M-V with the def2-TZVPD basis set.

```
! wB97M-V def2-TZVPD RIJCOSX def2/J DEFGRID3
* xyz -1 1
O 0.57 -0.92 1.32
C -0.39 -1.64 0.91
O -0.78 -1.81 -0.25
H -1.07 -2.00 1.73
H 2.44 -1.99 1.46
H 2.58 -2.89 2.59
O 3.05 -2.68 1.78
H 0.92 0.63 3.26
H 0.33 -0.73 3.19
O 0.37 0.05 3.78
H -1.40 4.55 -3.94
H -2.04 4.51 -5.30
O -1.25 4.82 -4.85
H -0.61 0.12 -2.47
H -1.22 -0.15 -1.16
O -1.49 0.13 -2.07
*
```

Its strongest force on any atom is 1.385 eV/A. As for the relative energy (zero: lowest compared OMol25 entry of this formula, charge and spin): 1.012 eV. The calculation puts the total energy at -495.0212 Ha. The value obtained for the frontier orbital gap is 8.33 eV.

---

This record from the Open Molecules 2025 dataset describes a structure of composition CHAuLiO2 in a non-equilibrium geometry. The level of theory is ωB97M-V with the def2-TZVPD basis set.

```
! wB97M-V def2-TZVPD RIJCOSX def2/J DEFGRID3
* xyz 3 3
H 0.12 -0.21 1.65
O 0.40 0.75 0.94
C -0.43 -0.05 0.31
O 0.07 -0.37 -0.82
Li -1.43 -1.23 -1.35
Au 1.27 1.11 -0.73
*
```

Its strongest force on any atom is 10.141 eV/A. As for the relative energy (zero: lowest compared OMol25 entry of this formula, charge and spin): 1.437 eV. The calculation puts the total energy at -330.6655 Ha. The value obtained for the frontier orbital gap (alpha / beta) is 10.95 / 8.79 eV.

---

This record from the Open Molecules 2025 dataset describes the molecule CHBN2O3 in a non-equilibrium geometry. The level of theory is ωB97M-V with the def2-TZVPD basis set.

```
! wB97M-V def2-TZVPD RIJCOSX def2/J DEFGRID3
* xyz 0 1
O -0.26 2.54 0.83
C 0.14 1.77 -0.22
N 0.33 0.75 -1.16
B -0.55 -0.45 -0.73
O 0.07 -1.70 -0.20
N 0.39 -1.48 1.11
O 1.59 -1.16 1.18
H -1.72 -0.27 -0.82
*
```

Its strongest force on any atom is 11.226 eV/A. As for the relative energy (zero: lowest compared OMol25 entry of this formula, charge and spin): 3.306 eV. The calculation puts the total energy at -398.6214 Ha. The value obtained for the frontier orbital gap is 9.80 eV.